[1]
C19H26N4O8 | ωB97M-V/def2-TZVPD

For the HOMO energy, the calculation gives -8.52 eV. As for the SMILES: CCc1cc2nc(CCO)c(N=C=O)nc2cc1N.COC(=O)OC.COC(=O)OC. The calculation puts the strongest force on any atom at 8.1 eV/A. For the electronic energy, the calculation gives -42457.087 eV.

Element x y z (Å)
O (7.320, 1.079, -1.370)
O (-9.892, 0.614, 0.512)
O (8.590, 0.800, -3.240)
O (-10.286, 0.428, -1.722)
O (-8.603, 1.641, -1.059)
O (-3.403, 3.016, -0.052)
O (-5.465, -1.631, -0.051)
O (9.264, -0.106, -1.377)
N (-2.928, 1.551, 1.995)
N (-0.753, -1.540, 0.823)
N (4.743, 1.107, 1.044)
N (-0.448, 1.552, 1.631)
C (0.633, 0.657, 1.267)
C (-3.067, 2.444, 1.022)
C (-11.401, -0.410, -1.425)
C (-4.419, -0.654, 0.297)
C (1.820, -1.701, 0.511)
C (8.292, 0.637, -1.938)
C (4.924, -2.887, 1.523)
C (3.396, 0.455, 0.956)
C (4.587, -1.942, 0.244)
C (-7.805, 2.181, -0.007)
C (0.518, -0.846, 0.865)
C (-1.674, 0.801, 1.596)
C (2.109, 1.280, 1.291)
C (3.252, -1.081, 0.554)
C (-3.327, -1.400, 1.219)
C (-1.861, -0.702, 1.192)
C (-9.621, 0.868, -0.638)
C (7.637, 1.575, -3.966)
C (9.077, -0.361, 0.014)
H (9.069, 0.573, 0.580)
H (5.593, -3.784, 1.215)
H (7.572, 2.587, -3.558)
H (-4.956, 0.119, 0.985)
H (2.254, 2.387, 1.609)
H (-3.664, -1.534, 2.325)
H (-11.076, -1.313, -0.903)
H (3.940, -3.322, 1.958)
H (5.500, -2.268, 2.320)
H (-3.998, -0.126, -0.627)
H (4.777, 1.704, 1.884)
H (-12.144, 0.132, -0.834)
H (4.942, 1.646, 0.188)
H (-7.017, 2.785, -0.459)
H (8.155, -0.923, 0.182)
H (4.474, -2.570, -0.726)
H (7.978, 1.641, -5.000)
H (9.917, -0.966, 0.358)
H (1.675, -2.822, 0.251)
H (5.444, -1.179, 0.172)
H (6.658, 1.090, -3.956)
H (-3.195, -2.481, 0.806)
H (-7.337, 1.380, 0.571)
H (-11.860, -0.704, -2.370)
H (-8.405, 2.826, 0.640)
H (-5.505, -2.306, 0.679)

[2]
C8H18N5S | ωB97M-V/def2-TZVPD

The total charge is +1. For the HOMO energy, the calculation gives -12.32 eV. The calculation puts the strongest force on any atom at 5.0 eV/A. For the electronic energy, the calculation gives -26866.213 eV. As for the relative energy (zero: lowest compared OMol25 entry of this formula, charge and spin): 2.6 kcal/mol.

Element x y z (Å)
S (2.398, -1.084, 0.729)
N (0.001, -1.736, 1.639)
N (-0.968, -0.772, -2.540)
N (0.799, 0.315, 2.224)
N (-0.926, -1.902, -0.570)
N (0.041, 0.164, -0.619)
C (-0.665, 0.069, -3.616)
C (-0.427, 0.606, 2.972)
C (-0.541, -0.749, -1.279)
C (-2.010, 0.374, -4.418)
C (-0.764, -2.233, 0.757)
C (0.898, -0.796, 1.536)
C (0.012, 1.547, 4.072)
C (3.239, 0.538, 0.913)
H (-1.223, -3.219, 0.946)
H (-0.712, 1.684, 4.959)
H (-1.676, -2.479, -0.990)
H (-0.280, 1.037, -3.350)
H (0.827, 1.213, 4.560)
H (0.226, -0.391, -4.084)
H (-2.687, 0.607, -3.681)
H (-1.086, -0.246, 3.104)
H (2.467, 1.203, 0.588)
H (0.271, 2.565, 3.622)
H (4.160, 0.480, 0.304)
H (1.412, 1.081, 2.193)
H (-1.288, -1.711, -2.834)
H (-1.789, 1.287, -5.111)
H (0.304, 0.951, -1.221)
H (-2.493, -0.350, -4.972)
H (3.345, 0.691, 1.979)
H (-0.862, 1.255, 2.188)

[3]
C2H5Cl4HgO | ωB97M-V/def2-TZVPD

The total charge is -1. For the HOMO energy, the calculation gives -5.43 eV. The calculation puts the strongest force on any atom at 2.6 eV/A. For the electronic energy, the calculation gives -58462.038 eV. As for the relative energy (zero: lowest compared OMol25 entry of this formula, charge and spin): 173.4 kcal/mol.

Element x y z (Å)
Hg (-0.718, -0.368, -3.452)
Cl (-2.501, 2.588, 2.234)
Cl (0.147, 0.907, -7.497)
Cl (-4.892, -1.722, -2.144)
Cl (-0.420, 3.185, 0.218)
O (1.068, -3.054, -0.156)
C (2.110, -3.075, 0.823)
C (-0.915, 3.320, 1.942)
H (-0.149, 2.891, 2.588)
H (-0.977, 4.390, 2.141)
H (3.059, -3.283, 0.330)
H (1.995, -3.698, 1.710)
H (2.192, -2.081, 1.263)

[4]
C5H6O | ωB97M-V/def2-TZVPD

For the HOMO energy (spin up / spin down), the calculation gives -8.60 / -8.92 eV. The calculation puts the strongest force on any atom at 1.4 eV/A. For the electronic energy, the calculation gives -7324.858 eV. As for the relative energy (zero: lowest compared OMol25 entry of this formula, charge and spin): 102.1 kcal/mol.

Element x y z (Å)
O (-0.965, -0.559, 1.288)
C (2.335, -0.592, 1.096)
C (-0.817, 0.004, 0.213)
C (1.533, -0.671, 0.007)
C (0.392, -0.192, -0.575)
C (-1.835, 0.982, -0.324)
H (-2.848, 0.656, -0.082)
H (0.383, -0.067, -1.655)
H (-1.734, 1.155, -1.400)
H (2.807, -1.458, 1.570)
H (-1.649, 1.932, 0.189)
H (1.998, -1.300, -0.763)

[5]
H12O6 | ωB97M-V/def2-TZVPD

For the HOMO energy, the calculation gives -10.37 eV. As for the SMILES: O.O.O.O.O.O. The calculation puts the strongest force on any atom at 2.9 eV/A. For the electronic energy, the calculation gives -12479.696 eV. As for the relative energy (zero: lowest compared OMol25 entry of this formula, charge and spin): 32.7 kcal/mol.

Element x y z (Å)
O (-2.961, -0.276, -0.619)
O (0.223, 0.414, 0.510)
O (-1.968, 2.071, -0.447)
O (0.956, -1.286, -1.569)
O (3.487, -0.309, -0.748)
O (0.765, -0.936, 2.940)
H (2.580, -0.770, -0.855)
H (0.808, -0.745, -2.398)
H (0.720, -1.758, 2.413)
H (0.433, 0.215, 1.415)
H (0.019, -1.093, 3.513)
H (0.533, -0.808, -0.830)
H (-1.273, 2.281, -1.124)
H (-0.664, 0.747, 0.425)
H (-2.510, -0.394, -1.506)
H (-2.368, 2.957, -0.392)
H (3.998, -0.949, -0.223)
H (-2.777, 0.640, -0.505)

[6]
C5H9N3O | ωB97M-V/def2-TZVPD

For the HOMO energy, the calculation gives -8.75 eV. The calculation puts the strongest force on any atom at 11.2 eV/A. For the electronic energy, the calculation gives -11841.739 eV. As for the relative energy (zero: lowest compared OMol25 entry of this formula, charge and spin): 176.9 kcal/mol.

Element x y z (Å)
O (-0.385, 1.291, -2.717)
N (-0.485, -1.237, 2.123)
N (0.184, 1.109, -1.453)
N (1.132, 1.836, -1.136)
C (-1.249, -0.936, -0.978)
C (0.604, 0.360, 0.472)
C (-0.201, 0.120, -0.628)
C (1.322, 1.366, 0.209)
C (0.640, -0.419, 1.751)
H (-0.605, -1.855, 1.378)
H (-1.017, -2.293, -1.139)
H (-1.636, -0.499, -1.796)
H (1.015, 0.216, 2.690)
H (-1.271, -0.717, 2.103)
H (0.353, 2.089, -3.334)
H (-2.247, -1.145, -0.199)
H (2.268, 1.834, 0.951)
H (1.578, -1.120, 1.704)

Please write out number 2 again, unchanged.
C8H18N5S | ωB97M-V/def2-TZVPD

The total charge is +1. For the HOMO energy, the calculation gives -12.32 eV. The calculation puts the strongest force on any atom at 5.0 eV/A. For the electronic energy, the calculation gives -26866.213 eV. As for the relative energy (zero: lowest compared OMol25 entry of this formula, charge and spin): 2.6 kcal/mol.

Element x y z (Å)
S (2.398, -1.084, 0.729)
N (0.001, -1.736, 1.639)
N (-0.968, -0.772, -2.540)
N (0.799, 0.315, 2.224)
N (-0.926, -1.902, -0.570)
N (0.041, 0.164, -0.619)
C (-0.665, 0.069, -3.616)
C (-0.427, 0.606, 2.972)
C (-0.541, -0.749, -1.279)
C (-2.010, 0.374, -4.418)
C (-0.764, -2.233, 0.757)
C (0.898, -0.796, 1.536)
C (0.012, 1.547, 4.072)
C (3.239, 0.538, 0.913)
H (-1.223, -3.219, 0.946)
H (-0.712, 1.684, 4.959)
H (-1.676, -2.479, -0.990)
H (-0.280, 1.037, -3.350)
H (0.827, 1.213, 4.560)
H (0.226, -0.391, -4.084)
H (-2.687, 0.607, -3.681)
H (-1.086, -0.246, 3.104)
H (2.467, 1.203, 0.588)
H (0.271, 2.565, 3.622)
H (4.160, 0.480, 0.304)
H (1.412, 1.081, 2.193)
H (-1.288, -1.711, -2.834)
H (-1.789, 1.287, -5.111)
H (0.304, 0.951, -1.221)
H (-2.493, -0.350, -4.972)
H (3.345, 0.691, 1.979)
H (-0.862, 1.255, 2.188)

strongest force on any atom of number 3 (C2H5Cl4HgO)? 2.6 eV/A